No. 1
Density functional theory data (ωB97M-V with the def2-TZVPD basis set) for a molecular structure, C34H40BrCrN2O4Si.

The calculation puts the LUMO energy (spin up / spin down) at -0.453 / -0.561 eV. As for the electronic energy: -153423.146 eV. The expectation value of S² is 0.7654. As for the spin multiplicity: 2.

```
83
Properties=species:S:1:pos:R:3:lowdin_spin:R:1
Cr -2.28 -0.60 -0.95 0.981
O -3.54 -4.40 -1.18 0.003
C -3.27 -3.26 -0.89 0.003
O -2.52 -2.40 -1.60 0.021
C -3.78 -2.63 0.39 -0.003
C -4.58 -3.20 1.35 0.001
C -4.94 -2.41 2.44 -0.004
C -4.50 -1.10 2.53 0.001
C -3.70 -0.61 1.53 -0.002
N -3.35 -1.39 0.51 -0.005
C -3.14 0.78 1.39 0.002
O -3.37 1.63 2.22 0.001
O -2.42 0.91 0.29 0.017
H -4.91 -4.22 1.22 0.000
H -5.57 -2.83 3.22 0.000
H -4.78 -0.44 3.35 0.000
C -6.02 1.18 -2.22 -0.003
C -5.57 1.97 -3.28 0.009
C -4.24 1.92 -3.67 -0.002
C -3.36 1.08 -2.98 0.002
C -3.78 0.30 -1.90 -0.037
C -5.13 0.36 -1.53 0.002
C -1.96 0.88 -3.37 0.009
C -1.35 1.58 -4.44 -0.001
C -0.09 1.25 -4.82 0.008
C 0.58 0.17 -4.20 0.000
C 1.84 -0.29 -4.65 0.001
C 2.41 -1.39 -4.09 -0.001
C 1.74 -2.07 -3.05 0.002
C 0.53 -1.63 -2.57 -0.001
C -0.07 -0.48 -3.13 0.001
N -1.30 -0.03 -2.67 -0.005
H -7.06 1.22 -1.92 -0.001
H -6.26 2.61 -3.82 0.001
H -3.90 2.51 -4.51 0.000
H -5.51 -0.23 -0.70 0.000
H -1.89 2.37 -4.94 0.000
H 0.40 1.79 -5.62 0.000
H 2.32 0.23 -5.47 0.000
H 3.37 -1.75 -4.44 0.000
H 2.17 -2.98 -2.63 0.000
H 0.01 -2.19 -1.81 0.000
C 1.64 -0.68 4.25 0.000
C 2.56 -0.91 3.03 0.000
C 4.02 -0.62 3.43 0.000
C 2.43 -2.41 2.68 0.000
Si 2.07 0.21 1.58 0.000
Br 0.18 -0.91 0.80 0.001
C 1.52 1.95 2.07 0.000
C 1.35 2.86 0.85 0.000
C 0.16 1.93 2.80 0.000
C 2.59 2.57 3.00 0.000
C 3.28 0.19 0.13 0.000
C 3.77 -1.25 -0.13 0.000
C 4.50 1.08 0.44 0.000
C 2.62 0.71 -1.16 0.000
H 1.92 -1.40 5.03 0.000
H 0.59 -0.85 4.01 0.000
H 1.74 0.32 4.68 0.000
H 4.25 -1.18 4.34 0.000
H 4.20 0.45 3.64 0.000
H 4.73 -0.93 2.65 0.000
H 2.82 -2.99 3.53 0.000
H 2.99 -2.70 1.79 0.000
H 1.39 -2.71 2.53 0.000
H 0.66 2.44 0.10 0.000
H 2.31 3.09 0.36 0.000
H 0.93 3.82 1.19 0.000
H -0.65 1.68 2.11 0.000
H -0.05 2.93 3.19 0.000
H 0.11 1.23 3.64 0.000
H 3.59 2.59 2.55 0.000
H 2.66 2.06 3.96 0.000
H 2.30 3.61 3.21 0.000
H 4.36 -1.65 0.70 0.000
H 4.42 -1.24 -1.02 0.000
H 2.94 -1.94 -0.33 0.000
H 5.05 0.77 1.34 0.000
H 4.22 2.14 0.57 0.000
H 5.20 1.03 -0.41 0.000
H 1.64 0.25 -1.35 0.000
H 3.27 0.44 -2.01 0.000
H 2.50 1.79 -1.17 0.000
```



No. 2
Density functional theory data (ωB97M-V with the def2-TZVPD basis set) for 2 unconnected molecules or ions with the total composition C4H6N2O2.

The calculation puts the LUMO energy at 0.750 eV. As for the electronic energy: -11316.197 eV.

```
14
Properties=species:S:1:pos:R:3:lowdin_charge:R:1
H -3.30 0.77 0.17 0.065
N -2.73 -0.12 0.17 -0.031
N -2.19 -0.32 -0.92 -0.017
H -2.41 0.43 -1.63 0.067
C 1.80 -0.93 -0.47 -0.104
C 1.95 0.37 -0.65 -0.108
O 1.23 1.33 0.02 -0.051
C 0.33 0.78 0.91 -0.137
C 0.17 -0.53 1.09 -0.141
O 0.90 -1.49 0.42 -0.043
H 2.40 -1.68 -1.00 0.129
H 2.66 0.79 -1.36 0.123
H -0.26 1.53 1.45 0.126
H -0.54 -0.95 1.80 0.123
```



No. 3
Density functional theory data (ωB97M-V with the def2-TZVPD basis set) for a molecular structure, C6H5CdO3.

The calculation puts the LUMO energy at -13.440 eV. As for the electronic energy: -16971.521 eV. Its charge is +3.

```
15
Properties=species:S:1:pos:R:3:lowdin_charge:R:1
O 0.27 -0.34 -0.32 0.008
C 0.27 -1.51 -0.43 -0.072
O -0.61 3.46 -0.46 0.028
C -0.67 4.62 -0.35 -0.275
O -0.73 5.76 -0.25 0.411
Cd -0.35 1.50 -0.49 1.674
C 0.32 -2.81 -0.56 0.019
C -0.37 -3.76 0.36 -0.106
H 0.90 -3.17 -1.41 0.186
H -0.66 -4.67 -0.19 0.161
H -1.32 -3.43 0.79 0.164
C 0.49 -4.04 1.69 0.041
C 0.75 -5.18 1.25 0.378
H 1.37 -3.49 2.14 0.213
H 0.61 -6.22 0.98 0.169
```



No. 4
Density functional theory data (ωB97M-V with the def2-TZVPD basis set) for C14H16N2OS in the gas phase.

The calculation puts the LUMO energy at 0.752 eV. As for the electronic energy: -30639.997 eV.

```
34
Properties=species:S:1:pos:R:3:lowdin_charge:R:1
C -5.50 -1.62 0.29 0.009
C -4.85 -0.77 -0.47 -0.269
C -3.75 0.11 0.02 -0.469
S -2.18 -0.33 -0.83 0.967
C -1.17 0.85 -0.05 -0.643
N -1.57 1.69 0.88 0.061
C -0.47 2.42 1.20 -0.094
C 0.61 2.02 0.46 -0.203
C 2.01 2.51 0.41 -0.193
O 2.35 3.10 -0.83 -0.061
N 0.14 1.01 -0.36 -0.029
C 0.92 0.27 -1.32 -0.093
C 1.78 -0.77 -0.65 -0.205
C 1.20 -1.76 0.12 -0.030
C 1.99 -2.70 0.77 -0.075
C 3.37 -2.65 0.65 -0.090
C 3.95 -1.66 -0.12 -0.081
C 3.17 -0.72 -0.76 -0.051
H -6.30 -2.23 -0.09 0.053
H -5.28 -1.73 1.34 0.061
H -5.08 -0.67 -1.52 0.096
H -3.93 1.16 -0.21 0.080
H -3.57 -0.01 1.09 0.077
H -0.53 3.18 1.95 0.104
H 2.16 3.22 1.23 0.125
H 2.71 1.68 0.53 0.114
H 1.78 3.86 -0.98 0.094
H 0.21 -0.22 -2.00 0.109
H 1.54 0.97 -1.89 0.126
H 0.12 -1.81 0.21 0.089
H 1.53 -3.47 1.37 0.104
H 3.98 -3.38 1.15 0.101
H 5.03 -1.61 -0.22 0.103
H 3.63 0.06 -1.36 0.115
```



No. 5
Density functional theory data (ωB97M-V with the def2-TZVPD basis set) for a molecular structure, C6H4CsF10N.

The calculation puts the LUMO energy at -0.574 eV. As for the electronic energy: -35488.567 eV.

```
22
Properties=species:S:1:pos:R:3:lowdin_charge:R:1
F 2.30 -2.50 1.31 -0.994
N 2.71 -1.18 1.30 -0.191
C 2.02 -0.63 0.05 -0.281
C 1.50 0.91 0.20 -0.077
C 0.38 1.28 -0.95 -0.193
F 0.85 2.57 -1.58 -0.026
F 0.43 0.26 -2.03 -0.001
C -1.12 1.59 -0.37 -0.105
F -1.94 2.24 -1.44 0.033
F -0.95 2.66 0.68 0.016
C -1.86 0.33 0.38 -0.064
F -3.18 0.86 0.89 0.021
F -1.14 -0.14 1.61 0.032
C -2.23 -0.93 -0.59 -0.117
F -2.38 -0.61 -2.03 0.062
F -3.60 -1.41 -0.14 0.018
F -1.34 -2.13 -0.40 0.021
H 1.07 -1.32 -0.11 0.089
H 2.72 -0.82 -0.88 0.113
H 1.10 1.16 1.29 0.133
H 2.44 1.61 0.02 0.142
Cs 2.20 -3.81 2.78 1.369
```



No. 6
Density functional theory data (ωB97M-V with the def2-TZVPD basis set) for a gas-phase ion, C4H11N5 (charge +2).

The calculation puts the LUMO energy (spin up / spin down) at -9.295 / -9.292 eV. As for the electronic energy: -11755.187 eV. Its charge is +2.

```
20
Properties=species:S:1:pos:R:3:lowdin_charge:R:1
C -0.85 -0.52 0.08 -0.236
C -0.66 0.85 0.09 -0.263
C 2.20 0.13 0.29 0.007
C -2.18 -1.03 -0.33 0.014
N 0.40 1.53 0.45 0.117
N 1.47 1.09 0.02 0.040
N -0.17 -1.41 0.84 0.230
N -1.85 1.72 0.00 0.289
N 3.57 -0.17 -0.45 0.238
H -2.56 -0.58 -1.29 0.133
H -2.91 -0.72 0.43 0.126
H -2.22 -2.05 -0.32 0.069
H -0.45 -2.46 0.67 0.209
H 0.76 -1.24 1.06 0.036
H -1.32 2.55 0.27 0.177
H -2.47 1.39 0.72 0.167
H -2.34 1.81 -0.88 0.186
H 3.41 -0.67 -1.34 0.190
H 3.99 -0.84 0.12 0.121
H 4.17 0.62 -0.42 0.147
```



Q: Which of these has the highest electronic energy?
A: C4H6N2O2



Q: Which of these has the lowest electronic energy?
A: C34H40BrCrN2O4Si



Q: Among the records above, which one has the lowest electronic energy?
A: C34H40BrCrN2O4Si



Q: Among the records above, which one has the lowest electronic energy?
A: C34H40BrCrN2O4Si